The following is a DFT calculation (ωB97M-V with the def2-TZVPD basis set) of the molecule C22H30N4O5S in a non-equilibrium geometry.

## Properties
Structure (SMILES): COc1cccc(CNC(=O)[C@@H]2CCCN(S(=O)(=O)c3c(C)noc3/C=C/N(C)C)C2)c1
ΔE to the lowest compared entry with this formula, charge and spin: 4.6144 eV
Orbital gap: 0.30839 Ha

Element x y z (Å)
1 C 1.8455 -0.6369 -3.0132
2 O 3.0180 -1.4144 -2.9661
3 C 3.5494 -1.7147 -1.7460
4 C 4.7644 -2.3985 -1.7621
5 C 5.3750 -2.7425 -0.5738
6 C 4.7914 -2.4113 0.6373
7 C 3.5790 -1.7369 0.6623
8 C 2.9424 -1.4099 1.9939
9 N 2.0004 -0.3127 1.9490
10 C 2.3948 0.9502 2.1870
11 O 3.5308 1.2370 2.5130
12 C 1.3297 2.0483 2.1039
13 C 0.6916 2.2399 3.4898
14 C -0.3282 1.1444 3.7844
15 C -1.4048 1.1549 2.7011
16 N -0.8293 0.9904 1.3884
17 S -1.0286 -0.4854 0.6648
18 O -0.8185 -1.5442 1.6177
19 O -0.2044 -0.4860 -0.5141
20 C -2.7141 -0.4349 0.2002
21 C -3.8603 -1.0161 0.8003
22 C -3.9093 -1.8712 2.0110
23 N -4.9302 -0.6897 0.1263
24 O -4.5431 0.1007 -0.9216
25 C -3.2090 0.2622 -0.8933
26 C -2.5158 1.0239 -1.8640
27 C -3.1555 1.6369 -2.8933
28 N -2.5780 2.3143 -3.8951
29 C -3.3561 3.0558 -4.8515
30 C -1.1454 2.4647 -3.9661
31 C 0.2424 1.8864 1.0310
32 C 2.9597 -1.3893 -0.5301
33 H 1.0168 -1.0996 -2.4706
34 H 2.0198 0.3640 -2.6023
35 H 1.5929 -0.5558 -4.0703
36 H 5.2066 -2.6455 -2.7143
37 H 6.3179 -3.2689 -0.5908
38 H 5.2775 -2.6760 1.5643
39 H 2.4147 -2.2928 2.3698
40 H 3.7271 -1.1324 2.7041
41 H 1.0648 -0.5326 1.6510
42 H 1.8941 2.9566 1.8648
43 H 0.1888 3.2107 3.5178
44 H 1.4784 2.2446 4.2457
45 H -0.7902 1.3123 4.7584
46 H 0.1573 0.1677 3.7972
47 H -1.9556 2.1043 2.7258
48 H -2.1091 0.3351 2.8443
49 H -4.2345 -1.2832 2.8689
50 H -4.6269 -2.6743 1.8657
51 H -2.9212 -2.2778 2.2096
52 H -1.4476 1.0408 -1.7417
53 H -4.2346 1.5742 -2.9359
54 H -3.1817 4.1309 -4.7441
55 H -3.0843 2.7633 -5.8689
56 H -4.4157 2.8600 -4.7051
57 H -0.8685 2.7836 -4.9690
58 H -0.7857 3.2085 -3.2487
59 H -0.6580 1.5135 -3.7527
60 H -0.1984 2.8747 0.8368
61 H 0.6679 1.5095 0.0998
62 H 2.0101 -0.8820 -0.5042

***

The following is a DFT calculation (ωB97M-V with the def2-TZVPD basis set) of a structure of composition C22H30O2RuSi in a non-equilibrium geometry.

## Properties
Multiplicity: 6
Net charge: +1
ΔE to the lowest compared entry with this formula, charge and spin: 1.1424 eV
Orbital gap (spin up / spin down): 0.19743 / 0.17755 Ha

Element x y z (Å)
1 C 0.7179 1.6489 1.3330
2 C -0.2853 2.1433 0.4055
3 C -1.5399 2.2289 1.1175
4 H -0.0921 2.4995 -0.5990
5 C -1.2969 1.8650 2.4820
6 C 0.0798 1.4663 2.6091
7 H 0.5717 1.1464 3.5223
8 H 1.7638 1.5210 1.0956
9 H -2.4705 2.6095 0.6926
10 H -2.0203 1.9014 3.2952
11 Ru -0.8186 0.2183 0.8753
12 C -1.4214 -1.9891 -1.8181
13 H -2.3928 -1.5488 -1.5934
14 H -1.5110 -3.0655 -1.6016
15 H -1.1868 -1.9314 -2.8871
16 Si -0.3932 -0.1916 -1.3422
17 C 1.4443 -0.3719 -1.7184
18 C 2.2364 0.7839 -1.6933
19 H 1.8064 1.7212 -1.3359
20 C 3.5649 0.7495 -2.1326
21 H 4.1441 1.6766 -2.1397
22 C 4.1347 -0.4501 -2.5643
23 H 5.1490 -0.4660 -2.9650
24 C 3.3934 -1.6373 -2.4576
25 H 3.8555 -2.5872 -2.7408
26 C 2.0725 -1.6047 -1.9976
27 H 1.5134 -2.5359 -1.8569
28 C -1.5290 1.0185 -2.2883
29 C -1.1123 1.7548 -3.4118
30 H -0.0605 1.7296 -3.7031
31 C -2.0335 2.5364 -4.1236
32 H -1.6992 3.1061 -4.9936
33 C -3.3713 2.6166 -3.7201
34 H -4.0867 3.2326 -4.2762
35 C -3.7669 1.9676 -2.5478
36 H -4.7867 2.0737 -2.1707
37 C -2.8368 1.2086 -1.8186
38 H -3.1252 0.7921 -0.8430
39 H -2.0251 -0.7111 0.3137
40 H -0.5225 -1.7935 -1.0309
41 C 2.7953 -0.6129 2.7379
42 O 1.5413 -1.0994 2.2838
43 C 1.1832 -2.3558 2.8488
44 C -0.3063 -2.5961 2.6333
45 O -1.1114 -1.4091 2.7672
46 C -1.3364 -1.0710 4.1471
47 H 3.5352 -1.4208 2.8100
48 H 3.1294 0.1456 2.0257
49 H 2.6790 -0.1481 3.7273
50 H 1.7453 -3.1445 2.3164
51 H 1.4304 -2.3975 3.9253
52 H -0.4621 -2.9279 1.5983
53 H -0.6612 -3.3527 3.3520
54 H -2.0526 -1.7978 4.5656
55 H -0.3920 -1.0789 4.7346
56 H -1.7804 -0.0654 4.1560

***

The following is a DFT calculation (ωB97M-V with the def2-TZVPD basis set) of a cluster of 3 separate species, C22H31Br2NO5S in total.

## Properties
Orbital gap: 0.30040 Ha

Element x y z (Å)
1 C 2.8378 2.3729 4.1410
2 C 2.8997 1.3357 3.5461
3 C 3.0507 0.0698 2.9407
4 C 3.1895 -0.1234 1.6272
5 C 3.2153 0.9223 0.5646
6 Br 4.6354 2.2297 0.8534
7 C 1.8829 1.6529 0.2687
8 C 1.6584 1.7375 -1.2285
9 Br 0.3174 0.7995 1.0611
10 C 3.3136 -1.5433 1.1714
11 O 4.0168 -1.8750 0.2522
12 C 2.4909 -2.5086 1.9668
13 N 1.9196 -3.6178 1.2636
14 C 0.8277 -3.4809 0.7533
15 S -0.6006 -3.3396 0.1470
16 C 2.3392 -2.3257 3.2692
17 C 1.5015 -3.2333 4.1385
18 O 1.2478 -2.7017 5.4104
19 C 0.3578 -1.5980 5.4046
20 C 3.0481 -1.1402 3.8401
21 O 3.6095 -1.1508 4.9011
22 H 2.8826 3.3027 4.6514
23 H 3.5187 0.4254 -0.3511
24 H 1.9492 2.6514 0.6840
25 H 2.5417 2.1260 -1.7290
26 H 1.4479 0.7332 -1.5958
27 H 0.7898 2.3454 -1.4562
28 H 1.9558 -4.2160 4.2374
29 H 0.5530 -3.3749 3.6066
30 H -0.5626 -1.8582 5.9242
31 H 0.8205 -0.7673 5.9367
32 H 0.1178 -1.2560 4.3959
33 C 2.2636 5.9610 -5.0591
34 C 1.3099 4.9228 -4.4941
35 O 1.2334 4.9162 -3.0795
36 C 0.7939 6.1175 -2.4714
37 C -0.5995 6.5532 -2.8907
38 H 3.2657 5.8208 -4.6519
39 H 2.3131 5.8690 -6.1444
40 H 1.9470 6.9788 -4.8278
41 H 1.6570 3.9248 -4.7631
42 H 0.3118 5.0373 -4.9318
43 H 1.5173 6.9223 -2.6445
44 H 0.8040 5.9130 -1.4004
45 H -0.6545 6.7856 -3.9548
46 H -0.8906 7.4488 -2.3413
47 H -1.3248 5.7655 -2.6822
48 C -4.7708 -5.6179 -2.5625
49 C -3.9876 -5.0042 -1.4150
50 O -4.4660 -3.7391 -0.9952
51 C -5.7996 -3.7020 -0.5206
52 C -6.0542 -4.5859 0.6884
53 H -4.7835 -4.9431 -3.4193
54 H -4.3105 -6.5584 -2.8665
55 H -5.8049 -5.8291 -2.2874
56 H -2.9594 -4.8270 -1.7326
57 H -3.9385 -5.6964 -0.5666
58 H -6.5011 -3.9428 -1.3275
59 H -5.9760 -2.6600 -0.2534
60 H -5.9058 -5.6427 0.4636
61 H -7.0821 -4.4619 1.0306
62 H -5.3809 -4.3195 1.5043

***

The following is a DFT calculation (ωB97M-V with the def2-TZVPD basis set) of a structure of composition C22H31Br39NO3 in a non-equilibrium geometry.

## Properties
Net charge: +1
Orbital gap: 0.29063 Ha

Element x y z (Å)
1 C -1.0539 -0.9453 -1.3613
2 C -1.5576 -1.8631 -2.5633
3 C -2.4021 -3.1379 -2.0541
4 O -2.1966 -3.5141 -0.8997
5 O -3.2506 -3.7268 -3.0023
6 C -4.3268 -4.4828 -2.4158
7 C -5.6869 -3.6693 -2.2130
8 C -5.4983 -2.0964 -2.0675
9 C -6.8398 -1.5552 -1.3300
10 O -6.5868 -0.1446 -1.0595
11 C -6.5468 0.6209 -2.3153
12 C -5.7187 -0.0229 -3.5213
13 N -5.3701 -1.4740 -3.4146
14 H -0.1906 -1.4252 -0.8128
15 H -0.6629 0.0325 -1.7984
16 H -1.9056 -0.6575 -0.6648
17 H -2.2787 -1.2323 -3.1805
18 H -0.7055 -2.2808 -3.2007
19 H -4.5751 -5.3158 -3.1618
20 H -4.0845 -5.0108 -1.4470
21 H -6.2575 -4.0984 -1.3270
22 H -6.3536 -3.8722 -3.1244
23 H -4.6469 -1.8490 -1.3600
24 H -7.7533 -1.7200 -1.9879
25 H -6.8870 -2.1368 -0.3516
26 H -7.6252 0.9177 -2.7199
27 H -6.0489 1.6177 -2.0706
28 H -4.7747 0.5825 -3.7531
29 H -6.3612 0.0886 -4.4625
30 H -4.3704 -1.5695 -3.6916
31 H -5.8848 -2.0405 -4.1169
32 C -9.3684 -5.6628 -1.8610
33 Br -9.6516 -3.7937 -2.2925
34 Br -8.0623 -6.4812 -3.0369
35 Br -8.9096 -5.9052 0.0055
36 H -10.3132 -6.1749 -2.0276
37 C 2.1119 0.4170 1.7519
38 Br 0.3431 0.7644 2.4616
39 Br 2.3947 -1.4707 1.4134
40 Br 2.4834 1.4933 0.1843
41 H 2.8257 0.7133 2.5179
42 C -0.6287 -6.8354 -0.7603
43 Br -1.6391 -7.1488 -2.3863
44 Br -1.5221 -7.5715 0.7935
45 Br 1.1947 -7.4723 -0.9134
46 H -0.5799 -5.7580 -0.6190
47 C 1.3764 1.9395 6.3577
48 Br 0.7790 0.1106 6.1195
49 Br 1.9899 2.2657 8.1659
50 Br 2.7121 2.4400 5.0431
51 H 0.5134 2.5801 6.1939
52 C 6.9335 2.0653 -0.2301
53 Br 5.9170 2.5767 1.3391
54 Br 6.2326 0.4553 -1.0500
55 Br 7.0728 3.5215 -1.5023
56 H 7.9433 1.8377 0.1053
57 C 9.7507 4.2190 1.4735
58 Br 9.0155 5.6602 2.5393
59 Br 11.4253 4.7196 0.6385
60 Br 9.9194 2.5790 2.4967
61 H 9.0421 4.0233 0.6716
62 C -9.3455 2.8477 -0.5876
63 Br -11.0009 2.3953 -1.4911
64 Br -7.9579 1.5238 -0.9235
65 Br -8.7514 4.6429 -1.0225
66 H -9.5531 2.8332 0.4811
67 C -11.1984 -0.1257 2.0277
68 Br -10.2809 -1.2891 0.7750
69 Br -13.0262 -0.6870 2.3358
70 Br -10.2093 0.0596 3.6849
71 H -11.2409 0.8596 1.5691
72 C 13.8765 1.4351 2.1442
73 Br 14.5689 1.1955 3.9382
74 Br 14.8225 2.8302 1.1882
75 Br 13.8537 -0.2296 1.1515
76 H 12.8435 1.7614 2.2423
77 C 11.8982 6.2576 -3.4835
78 Br 13.1730 4.9023 -2.9407
79 Br 12.2533 6.9032 -5.2755
80 Br 10.0687 5.6461 -3.2862
81 H 12.0252 7.1019 -2.8102
82 C 1.7258 -3.7208 4.9460
83 Br 2.5668 -4.9134 3.6702
84 Br -0.0930 -4.2595 5.3455
85 Br 2.7884 -3.5234 6.5551
86 H 1.6714 -2.7403 4.4774
87 C 15.3939 6.8310 0.3436
88 Br 15.1400 8.7016 -0.0963
89 Br 16.6232 5.9646 -0.8803
90 Br 15.9264 6.5912 2.1927
91 H 14.4293 6.3426 0.2244
92 C -5.1846 2.0586 2.2206
93 Br -4.3336 0.8654 0.9495
94 Br -7.0037 1.5117 2.6090
95 Br -4.1296 2.2641 3.8330
96 H -5.2397 3.0367 1.7486

***

The following is a DFT calculation (ωB97M-V with the def2-TZVPD basis set) of a structure of composition C22H31BrClCoN3O8S2Si2 in a non-equilibrium geometry.

## Properties
Multiplicity: 4
Net charge: -2
Orbital gap (spin up / spin down): 0.15015 / 0.23764 Ha

Element x y z (Å)
1 Co 0.5143 -0.5170 -0.2993
2 O -4.2612 -2.3218 -3.6322
3 C -3.1772 -1.9541 -2.8424
4 C -2.7372 -2.7275 -1.7498
5 C -1.6906 -2.3002 -0.9855
6 N -0.9923 -1.1368 -1.2333
7 C -1.4385 -0.4303 -2.3192
8 Br -0.4425 1.1487 -2.6600
9 C -2.4918 -0.7784 -3.1276
10 H -4.6914 -3.0681 -3.2066
11 H -3.2475 -3.6484 -1.4839
12 H -1.3739 -2.8626 -0.1180
13 H -2.7852 -0.1497 -3.9578
14 O 3.7300 0.9659 1.6539
15 C 2.5747 0.5588 1.6089
16 O 1.8766 0.4661 0.5333
17 C 1.8759 0.1927 2.9138
18 C 2.5340 0.3087 4.0639
19 C 1.9057 -0.0527 5.3374
20 C 0.7145 -0.6464 5.4171
21 C -0.0634 -0.9350 4.1947
22 C 0.4507 -0.2611 2.9031
23 N -1.5546 -2.9557 3.7696
24 O -2.1812 -3.1839 2.7345
25 O -1.7443 -3.6379 4.7953
26 N 2.6351 0.2102 6.5718
27 O 3.6544 0.8713 6.5059
28 O 2.2084 -0.2441 7.6215
29 H 3.5513 0.6716 4.0622
30 H 0.2922 -0.9098 6.3764
31 H -0.2104 0.5287 2.5573
32 C 1.0780 -3.7099 5.2716
33 O 0.8314 -3.3648 3.9043
34 C -0.0911 -2.3998 3.6108
35 S -1.8529 -0.6879 4.4482
36 S 0.1686 -1.7749 1.9093
37 H 1.6646 -4.6255 5.2315
38 H 0.1492 -3.8876 5.8042
39 H 1.6583 -2.9286 5.7653
40 Cl 3.0590 -2.3852 -0.4248
41 C 1.6752 -1.7007 -1.3821
42 H 1.1671 -2.5748 -1.7913
43 H 2.1355 -1.1379 -2.1965
44 C -1.2485 4.6479 0.0311
45 Si -0.6903 3.4155 1.3557
46 C -1.3233 4.0868 3.0036
47 C 1.1760 3.5076 1.4176
48 C -1.4308 1.7555 0.9994
49 Si -3.2275 1.3124 1.1019
50 C -4.1073 2.1984 -0.3288
51 C -3.6569 -0.4960 0.9432
52 C -4.0675 1.9662 2.6542
53 H -0.8229 5.6388 0.2217
54 H -2.3371 4.7435 0.0231
55 H -0.9348 4.3233 -0.9655
56 H -0.6416 4.8501 3.3913
57 H -1.3988 3.2900 3.7495
58 H -2.3120 4.5410 2.8999
59 H 1.4965 4.5541 1.4128
60 H 1.6444 3.0019 0.5694
61 H 1.5693 3.0400 2.3251
62 H -0.7934 1.0635 0.4317
63 H -3.6438 1.9627 -1.2923
64 H -4.0622 3.2835 -0.1966
65 H -5.1623 1.9087 -0.3742
66 H -3.6601 -0.8148 -0.1023
67 H -4.6570 -0.6690 1.3546
68 H -2.9620 -1.1361 1.4982
69 H -4.0531 3.0583 2.6994
70 H -3.5761 1.5773 3.5516
71 H -5.1122 1.6411 2.6711

***

The following is a DFT calculation (ωB97M-V with the def2-TZVPD basis set) of a structure of composition C22H31ClN2O5S in a non-equilibrium geometry.

## Properties
Orbital gap: 0.28510 Ha

Element x y z (Å)
1 O 0.1826 4.4855 -1.5785
2 C -0.7456 3.7256 -1.6856
3 O -1.0276 2.7253 -0.7237
4 C 0.0345 1.8253 -0.5378
5 C 0.5202 1.6683 0.9020
6 C 1.5909 0.7449 1.2848
7 C 2.2681 -0.0653 0.2117
8 N 3.3068 -0.9840 0.3109
9 S 3.5143 -1.5347 -1.2623
10 N 2.4077 -0.6915 -2.2139
11 C 1.7915 0.0833 -1.2156
12 C 0.6706 1.0172 -1.5671
13 Cl 0.1436 1.0879 -3.2722
14 C -1.7046 3.7522 -2.9226
15 C -1.6758 4.8145 -3.9468
16 C -2.6665 4.7356 -5.0595
17 C -3.6652 3.6352 -5.1649
18 C -3.6689 2.5388 -4.1564
19 C -2.6874 2.6344 -3.0679
20 H 0.0346 2.2484 1.7331
21 H 1.8921 0.6407 2.3613
22 H -0.9509 5.6731 -3.8825
23 H -2.6889 5.5297 -5.8559
24 H -4.4345 3.5794 -5.9751
25 H -4.3751 1.6748 -4.1561
26 H -2.6525 1.8396 -2.2711
27 C 2.7807 2.4257 6.1889
28 C 3.0093 2.3565 4.6872
29 C 3.7305 3.5948 4.1792
30 O 1.7526 2.2305 4.0196
31 H 2.1573 3.2869 6.4484
32 H 2.2525 1.5355 6.5379
33 H 3.7266 2.5049 6.7289
34 H 3.5945 1.4657 4.4456
35 H 3.1393 4.4957 4.3705
36 H 3.8780 3.5363 3.0984
37 H 4.7048 3.7091 4.6592
38 H 1.2263 3.0131 4.2261
39 C -1.8460 -3.4476 -2.0453
40 C -1.1436 -3.3775 -3.3917
41 C 0.2530 -2.7948 -3.2517
42 O -1.9084 -2.5710 -4.2882
43 H -1.9572 -2.4487 -1.6107
44 H -2.8525 -3.8572 -2.1583
45 H -1.2921 -4.0722 -1.3430
46 H -1.0836 -4.3776 -3.8281
47 H 0.2108 -1.7765 -2.8586
48 H 0.7455 -2.7375 -4.2254
49 H 0.8693 -3.4015 -2.5833
50 H -1.9670 -1.6839 -3.9115
51 C -1.6303 -4.9863 3.3838
52 C -0.9305 -4.9133 2.0355
53 C 0.4688 -4.3319 2.1691
54 O -1.6974 -4.1058 1.1443
55 H -1.7396 -3.9886 3.8201
56 H -2.6370 -5.3951 3.2715
57 H -1.0744 -5.6139 4.0842
58 H -0.8727 -5.9126 1.5974
59 H 0.4307 -3.3118 2.5642
60 H 0.9555 -4.2752 1.1926
61 H 1.0877 -4.9397 2.8332
62 H -1.7552 -3.2189 1.5215

***

| no. | E (eV) |
| --- | --- |
| 1 | -50332.4783 |
| 2 | -37838.7917 |
| 3 | -185959.5340 |
| 4 | -2762590.6881 |
| 5 | -201778.7873 |
| 6 | -59888.5728 |